[1]
Below is 4 unconnected molecules or ions with the total composition C4H16N2O4 at a distorted geometry, with properties calculated with the ωB97M-V functional and the def2-TZVPD basis.

Element x y z (Å)
C -1.491 0.049 -1.619
C -1.280 1.511 -1.228
N -0.497 1.624 0.022
C 0.783 1.237 0.165
O 1.346 1.273 1.256
C 1.678 0.914 -1.070
N 2.688 -0.071 -0.731
H -0.698 -0.371 -2.223
H -1.822 -0.536 -0.772
H -2.393 0.046 -2.247
H -2.204 2.017 -0.980
H -0.791 2.098 -2.005
H -0.852 2.054 0.858
H 1.061 0.556 -1.886
H 2.151 1.834 -1.411
H 2.299 -0.922 -0.328
H 3.153 0.339 0.078
O -1.108 -2.232 1.214
H -1.357 -1.353 1.553
H -1.921 -2.667 0.952
O -1.266 0.338 2.270
H -1.556 0.381 3.191
H -0.335 0.605 2.410
O 1.641 -2.794 0.504
H 2.050 -3.262 1.238
H 0.722 -2.670 0.791

Results
Highest occupied orbital energy ... -0.3278 hartree
SMILES string ... CCNC(=O)CN.O.O.O
Strongest force on any atom ... 2.125 eV/Å
Charge ... 0
ΔE to the lowest compared entry with this formula, charge and spin ... 0.1350 eV

Which charges does Mulliken predict for the atoms? In e, they are: -0.845 -0.739 -0.072 0.606 -0.758 -0.523 -0.681 0.377 0.174 0.374 0.434 0.305 0.302 0.261 0.293 0.277 0.303 -0.721 0.391 0.306 -0.688 0.281 0.312 -0.656 0.314 0.373



[2]
Below is 2 unconnected molecules or ions with the total composition C4H16N3O at a distorted geometry, with properties calculated with the ωB97M-V functional and the def2-TZVPD basis.

Element x y z (Å)
N 1.016 -1.177 0.347
C 0.738 0.027 -0.645
C -0.461 0.924 -0.130
C -0.483 1.116 1.402
N 0.943 1.076 1.886
C 0.613 -0.828 -1.988
N 1.671 -1.833 -2.055
H 1.571 -1.852 -0.263
H 1.339 -0.774 1.288
H 0.138 -1.642 0.751
H 1.598 0.756 -0.679
H -1.435 0.581 -0.564
H -0.534 1.856 -0.823
H -1.064 0.381 2.030
H -0.930 2.237 1.474
H 0.979 1.449 2.805
H 1.423 1.795 1.210
H -0.452 -1.368 -1.842
H 0.326 -0.172 -2.855
H 2.440 -1.490 -2.579
H 1.294 -2.658 -2.461
H -3.273 1.160 1.616
H -4.040 -0.198 1.244
O -3.415 0.634 0.832

Results
Highest occupied orbital energy ... -0.5077 hartree
Strongest force on any atom ... 5.119 eV/Å
Charge ... +1
ΔE to the lowest compared entry with this formula, charge and spin ... 2.5158 eV

Which charges does Mulliken predict for the atoms? In e, they are: -0.337 0.102 -0.680 -0.591 -0.596 -0.869 -0.496 0.433 0.383 0.356 0.243 0.457 0.370 0.269 0.268 0.266 0.223 0.374 0.360 0.220 0.233 0.320 0.350 -0.659



[3]
Below is 2 unconnected molecules or ions with the total composition C4H16N4 at a distorted geometry, with properties calculated with the ωB97M-V functional and the def2-TZVPD basis.

Element x y z (Å)
C -1.593 -3.006 0.222
C 0.773 -2.176 0.852
N -0.191 -2.351 -0.085
N 0.520 -2.200 2.244
N 2.039 -2.191 0.272
H -0.054 -1.972 -1.018
H -0.360 -2.709 2.419
H 1.162 -2.010 2.933
H 2.169 -2.675 -0.658
H 2.874 -1.854 0.787
H -1.682 -3.182 1.383
H -1.634 -4.083 -0.277
H -2.250 -2.300 -0.153
C -0.290 2.469 -0.879
C 0.923 3.037 -1.511
N -1.241 3.435 -0.163
H -0.922 1.638 -1.416
H 0.126 1.739 -0.041
H 1.863 2.947 -1.052
H 0.891 4.142 -1.423
H -1.912 3.700 -0.952
H -1.688 2.647 0.487
H -0.854 4.267 0.483
H 1.331 2.686 -2.457

Results
Highest occupied orbital energy ... -0.6408 hartree
Strongest force on any atom ... 6.327 eV/Å
Charge ... +2
ΔE to the lowest compared entry with this formula, charge and spin ... 3.0471 eV

Which charges does Mulliken predict for the atoms? In e, they are: -0.723 0.744 -0.320 -0.269 -0.433 0.283 0.155 0.213 0.267 0.241 0.261 0.278 0.312 -0.176 -1.224 -0.439 0.389 0.163 0.403 0.305 0.397 0.428 0.399 0.345



[4]
Below is 2 unconnected molecules or ions with the total composition C4H16N4 at a distorted geometry, with properties calculated with the ωB97M-V functional and the def2-TZVPD basis.

Element x y z (Å)
C -0.219 -2.421 0.177
C 0.884 -0.858 1.668
N -0.220 -1.216 1.009
N 2.072 -1.069 1.099
N 0.794 -0.174 2.809
H -1.115 -1.066 1.458
H 2.098 -1.585 0.237
H 2.912 -0.788 1.577
H -0.015 -0.290 3.401
H 1.636 0.030 3.327
H 0.512 -3.161 0.496
H -0.066 -2.158 -0.875
H -1.184 -2.917 0.226
C -1.295 2.093 -1.670
C 0.173 1.834 -1.421
N -1.829 1.423 -2.908
H -1.964 1.803 -0.861
H -1.465 3.164 -1.728
H 0.760 2.082 -2.311
H 0.383 0.760 -1.385
H -1.472 0.471 -2.993
H -2.848 1.457 -2.954
H -1.487 1.917 -3.738
H 0.537 2.352 -0.542

Results
Highest occupied orbital energy ... -0.6559 hartree
Strongest force on any atom ... 1.738 eV/Å
Charge ... +2
ΔE to the lowest compared entry with this formula, charge and spin ... 0.0000 eV

Which charges does Mulliken predict for the atoms? In e, they are: -1.148 0.726 -0.145 -0.356 -0.416 0.286 0.228 0.210 0.251 0.249 0.419 0.338 0.362 -0.369 -0.949 -0.296 0.325 0.337 0.393 0.164 0.311 0.359 0.380 0.341



[5]
Below is 2 unconnected molecules or ions with the total composition C4H16N6 at a distorted geometry, with properties calculated with the ωB97M-V functional and the def2-TZVPD basis.

Element x y z (Å)
C 1.330 -2.771 0.649
C 1.706 -1.963 -1.620
N 2.020 -0.939 -2.424
N 1.601 -1.731 -0.321
N 1.272 -3.115 -2.227
H 2.621 -0.197 -2.166
H 2.362 -1.351 -3.321
H 2.055 -0.954 0.197
H 1.300 -3.938 -1.649
H 0.422 -3.116 -2.914
H 0.588 -2.391 1.346
H 2.349 -3.129 1.075
H 0.870 -3.718 0.307
C -2.236 1.038 2.231
C -1.535 2.653 0.529
N -2.351 1.586 0.834
N -1.247 3.000 -0.829
N -0.528 3.165 1.345
H -3.225 1.633 0.386
H -1.917 2.863 -1.656
H -0.371 3.604 -0.965
H -0.546 3.055 2.332
H 0.069 4.036 1.061
H -1.181 1.319 2.651
H -2.394 -0.089 2.142
H -3.033 1.451 3.006

Results
Highest occupied orbital energy (alpha / beta) ... -0.2306 / -0.4211 hartree
⟨S²⟩ ... 0.754
2S+1 ... 2
Strongest force on any atom ... 3.609 eV/Å
Charge ... +1
ΔE to the lowest compared entry with this formula, charge and spin ... 2.1933 eV

Which charges does Mulliken predict for the atoms? In e, they are: -0.938 0.443 -0.446 -0.177 -0.440 0.322 0.297 0.344 0.245 0.281 0.292 0.327 0.359 -0.726 0.307 -0.291 -0.540 -0.525 0.299 0.229 0.192 0.149 0.235 0.250 0.240 0.274



[6]
Below is 2 unconnected molecules or ions with the total composition C4H16N6 at a distorted geometry, with properties calculated with the ωB97M-V functional and the def2-TZVPD basis.

Element x y z (Å)
C -1.043 -0.931 2.382
C 0.632 0.666 1.696
N -0.646 0.311 1.698
N 1.590 0.000 2.340
N 0.929 1.929 1.300
H -1.348 0.836 1.196
H 1.561 -0.875 2.847
H 2.532 0.357 2.317
H 0.301 2.678 1.053
H 1.781 2.438 1.489
H -0.705 -0.935 3.410
H -0.918 -1.897 1.865
H -2.127 -0.848 2.523
C 0.109 1.422 -2.284
C -0.324 -0.894 -1.778
N -0.795 0.337 -2.011
N 0.959 -1.245 -1.828
N -1.258 -1.840 -1.582
H -1.764 0.404 -2.324
H 1.660 -0.690 -2.291
H 1.285 -2.082 -1.369
H -2.236 -1.791 -1.812
H -0.970 -2.808 -1.614
H 0.353 1.549 -3.343
H 0.942 1.545 -1.605
H -0.501 2.363 -2.274

Results
Highest occupied orbital energy ... -0.6505 hartree
Strongest force on any atom ... 3.490 eV/Å
Charge ... +2
ΔE to the lowest compared entry with this formula, charge and spin ... 1.0083 eV

Which charges does Mulliken predict for the atoms? In e, they are: -1.096 0.803 -0.124 -0.417 -0.440 0.278 0.209 0.228 0.233 0.206 0.420 0.315 0.375 -1.098 0.739 -0.190 -0.377 -0.428 0.292 0.248 0.235 0.239 0.237 0.413 0.378 0.322



[7]
Below is 3 unconnected molecules or ions with the total composition C4H16NO2 at a distorted geometry, with properties calculated with the ωB97M-V functional and the def2-TZVPD basis.

Element x y z (Å)
C 2.045 -0.081 0.427
C 0.684 0.466 -0.095
C 0.213 1.724 0.614
C -1.156 2.158 -0.009
N -0.471 -0.685 -0.003
H 2.894 0.489 0.044
H 2.127 -0.400 1.510
H 2.125 -0.958 -0.120
H 0.760 0.615 -1.236
H 0.893 2.516 0.485
H -0.185 1.534 1.624
H -1.474 3.207 0.315
H -1.954 1.448 0.457
H -1.163 2.181 -1.101
H -1.252 -0.033 0.123
H -0.429 -1.340 0.814
H -0.414 -1.251 -0.860
H -0.438 -3.123 2.560
H -1.751 -2.482 2.277
O -0.807 -2.463 2.018
H 0.573 -1.110 -3.762
H -0.769 -1.543 -3.007
O -0.051 -0.870 -3.072

Results
Highest occupied orbital energy ... -0.5630 hartree
Strongest force on any atom ... 3.840 eV/Å
Charge ... +1
ΔE to the lowest compared entry with this formula, charge and spin ... 1.4624 eV

Which charges does Mulliken predict for the atoms? In e, they are: -1.505 0.455 -0.529 -1.263 -0.185 0.405 0.298 0.488 0.229 0.431 0.257 0.334 0.445 0.305 0.148 0.445 0.288 0.295 0.289 -0.626 0.317 0.312 -0.633



[8]
Below is 3 unconnected molecules or ions with the total composition C4H16NO2 at a distorted geometry, with properties calculated with the ωB97M-V functional and the def2-TZVPD basis.

Element x y z (Å)
C -0.649 0.153 0.206
C 0.323 1.238 0.669
C -0.406 2.570 0.814
C 1.010 0.831 2.033
N 0.119 -1.037 -0.367
H -1.266 -0.308 0.986
H -1.431 0.527 -0.454
H 1.199 1.388 0.025
H -0.036 3.160 1.665
H -0.262 3.220 -0.051
H -1.479 2.583 1.013
H 0.672 1.596 2.735
H 2.088 0.693 2.045
H 0.669 -0.123 2.466
H -0.302 -1.971 -0.294
H 0.376 -0.704 -1.300
H 0.990 -1.298 0.108
H -0.368 0.942 -4.149
H -0.267 -0.589 -3.875
O -0.409 0.285 -3.453
H 0.567 -4.648 -0.206
H -0.966 -4.374 -0.062
O -0.172 -4.133 -0.555

Results
Highest occupied orbital energy ... -0.5547 hartree
Strongest force on any atom ... 1.679 eV/Å
Charge ... +1
ΔE to the lowest compared entry with this formula, charge and spin ... 1.2853 eV

Which charges does Mulliken predict for the atoms? In e, they are: -0.961 0.853 -1.576 -1.280 -0.179 0.366 0.382 0.255 0.401 0.353 0.387 0.352 0.335 0.317 0.304 0.332 0.360 0.315 0.325 -0.631 0.343 0.347 -0.699



[9]
Below is 3 unconnected molecules or ions with the total composition C4H16NO2S at a distorted geometry, with properties calculated with the ωB97M-V functional and the def2-TZVPD basis.

Element x y z (Å)
C 0.142 -0.245 1.234
C 0.826 0.581 0.211
C 1.025 0.095 -1.257
S 2.708 -0.659 -1.336
C 3.869 0.852 -1.184
N -1.384 -0.415 0.817
H 0.667 -1.249 1.296
H 0.245 0.248 2.274
H 1.859 1.016 0.545
H 0.289 1.543 0.277
H 0.880 0.752 -2.071
H 0.157 -0.659 -1.368
H 3.651 1.659 -0.462
H 4.007 1.405 -2.137
H 4.768 0.355 -0.744
H -1.667 -1.364 0.347
H -1.971 -0.098 1.653
H -1.640 0.224 0.003
H -1.151 -2.718 -1.363
H -2.694 -2.311 -1.397
O -1.881 -2.469 -0.891
H -4.572 1.475 1.243
H -4.157 1.119 2.569
O -3.976 0.862 1.743

Results
Highest occupied orbital energy ... -0.4333 hartree
Strongest force on any atom ... 5.628 eV/Å
Charge ... +1
ΔE to the lowest compared entry with this formula, charge and spin ... 1.9685 eV

Which charges does Mulliken predict for the atoms? In e, they are: -0.346 -0.798 -0.136 -0.053 -0.882 -0.292 0.251 0.313 0.304 0.334 0.384 -0.078 0.327 0.302 0.327 0.354 0.368 0.368 0.290 0.350 -0.675 0.324 0.283 -0.615



[10]
Below is 4 unconnected molecules or ions with the total composition C4H16NO3 at a distorted geometry, with properties calculated with the ωB97M-V functional and the def2-TZVPD basis.

Element x y z (Å)
C -0.059 -0.530 0.469
C 0.794 -1.673 -0.100
C 2.076 -1.857 0.792
C 3.214 -1.218 0.576
N -1.212 -0.091 -0.485
H -0.295 -0.774 1.523
H 0.743 0.341 0.500
H 0.306 -2.653 -0.104
H 1.209 -1.522 -1.189
H 1.968 -2.559 1.699
H 4.163 -1.564 1.070
H 3.331 -0.464 -0.254
H -1.193 -0.401 -1.488
H -2.076 -0.599 -0.104
H -1.355 0.985 -0.272
H -1.387 2.803 0.665
H -2.232 3.070 -0.805
O -1.661 2.532 -0.328
H -0.975 2.108 3.460
H 0.500 2.029 2.720
O -0.570 2.065 2.591
H -1.428 0.667 -3.811
H -2.136 -0.676 -3.891
O -1.723 -0.021 -3.234

Results
Highest occupied orbital energy (alpha / beta) ... -0.0891 / -0.3713 hartree
⟨S²⟩ ... 0.751
2S+1 ... 2
Strongest force on any atom ... 5.597 eV/Å
Charge ... 0
ΔE to the lowest compared entry with this formula, charge and spin ... 3.0226 eV

Which charges does Mulliken predict for the atoms? In e, they are: -1.289 -0.723 -0.147 -0.666 -0.286 -0.064 0.164 0.353 0.345 0.285 0.276 0.255 0.305 0.897 0.629 0.295 0.479 -0.983 0.334 0.327 -0.653 0.348 0.350 -0.833